{
  "formula": "C2H4O4",
  "method": "ωB97M-V/def2-TZVPD",
  "symbols": ["O", "C", "O", "H", "H", "O", "C", "O", "H", "H"],
  "xyz": [[-2.178, 0.487, 2.244], [-1.368, 0.389, 1.296], [-0.061, 0.650, 1.179], [-1.720, -0.008, 0.362], [0.273, -0.075, 1.672], [1.848, 0.134, -2.188], [1.422, -0.395, -1.200], [0.286, -1.085, -1.259], [1.915, -0.316, -0.197], [0.050, -1.050, -2.219]],
  "e_lumo_ev": 0.50,
  "smiles": "O=CO.O=CO"
}


{
  "formula": "C4H8O",
  "method": "ωB97M-V/def2-TZVPD",
  "symbols": ["C", "C", "C", "C", "O", "H", "H", "H", "H", "H", "H", "H", "H"],
  "xyz": [[-1.270, -0.608, 0.192], [-0.077, 0.156, -0.384], [1.229, -0.640, -0.254], [0.122, 1.491, 0.300], [-0.459, 1.857, 1.288], [-2.213, -0.305, -0.280], [-1.389, -0.360, 1.247], [-1.144, -1.680, 0.099], [-0.280, 0.422, -1.429], [1.199, -1.491, -0.940], [1.289, -0.989, 0.775], [2.096, -0.016, -0.481], [0.896, 2.164, -0.132]],
  "e_lumo_ev": 1.00,
  "smiles": "CC(C)C=O"
}


{
  "formula": "C6H6O4",
  "method": "ωB97M-V/def2-TZVPD",
  "symbols": ["O", "C", "C", "O", "C", "O", "C", "O", "C", "C", "H", "H", "H", "H", "H", "H"],
  "xyz": [[-2.750, 0.535, -0.106], [-1.382, 0.375, -0.076], [-0.961, -0.869, 0.200], [-1.707, -1.967, 0.377], [0.763, -1.189, 0.125], [1.393, -0.894, -1.064], [1.618, -0.054, -0.003], [2.812, -0.308, 0.675], [0.941, 1.255, -0.153], [-0.366, 1.391, -0.306], [-3.247, 1.086, -0.763], [-2.580, -1.676, 0.736], [1.202, -2.101, 0.624], [3.533, -0.012, 0.035], [1.535, 2.104, 0.156], [-0.804, 2.324, -0.456]],
  "e_lumo_ev": 0.53,
  "smiles": "OC1=C(O)[C@H]2O[C@@]2(O)C=C1"
}


{
  "formula": "C28H22IN5O4ReS",
  "method": "ωB97M-V/def2-TZVPD",
  "symbols": ["Re", "C", "C", "N", "C", "C", "C", "O", "C", "C", "N", "C", "C", "C", "C", "C", "C", "I", "C", "O", "H", "H", "H", "H", "H", "H", "H", "H", "H", "H", "H", "H", "O", "C", "O", "C", "C", "C", "C", "C", "C", "N", "C", "C", "C", "C", "C", "C", "N", "H", "H", "H", "H", "H", "H", "H", "H", "H", "H", "S", "C", "N"],
  "xyz": [[-0.624, -0.398, 1.126], [2.041, -3.189, 3.750], [2.762, -2.202, 2.888], [4.049, -2.312, 2.711], [4.738, -1.452, 1.948], [4.145, -0.388, 1.314], [4.974, 0.533, 0.440], [4.916, 1.894, 0.848], [2.747, -0.221, 1.463], [2.113, 0.992, 1.034], [0.834, 1.202, 0.935], [0.382, 2.545, 0.785], [1.069, 3.495, 0.029], [0.635, 4.808, -0.032], [-0.494, 5.211, 0.666], [-1.212, 4.283, 1.404], [-0.772, 2.974, 1.436], [-1.911, 1.547, 2.550], [2.023, -1.158, 2.241], [0.726, -1.093, 2.434], [2.734, -3.962, 4.065], [1.212, -3.643, 3.202], [1.630, -2.698, 4.635], [5.802, -1.638, 1.860], [4.584, 0.506, -0.580], [6.001, 0.165, 0.412], [5.520, 2.043, 1.582], [2.797, 1.824, 0.891], [1.953, 3.199, -0.523], [1.188, 5.521, -0.628], [-0.822, 6.241, 0.633], [-2.098, 4.583, 1.947], [-0.348, 0.004, -7.093], [-1.062, 0.660, -6.197], [-1.411, 1.795, -6.321], [-1.409, -0.054, -4.893], [-2.685, 0.333, -4.280], [-2.908, 0.272, -2.946], [-1.900, -0.024, -2.003], [-0.443, -0.007, -2.505], [-0.275, -0.351, -3.974], [-2.125, -0.344, -0.715], [-3.283, -0.848, -0.304], [-3.314, -1.603, 0.906], [-4.468, -2.253, 1.353], [-4.395, -3.099, 2.441], [-3.165, -3.291, 3.062], [-2.063, -2.594, 2.598], [-2.125, -1.759, 1.553], [-0.216, -0.932, -6.885], [-3.485, 0.633, -4.945], [-3.905, 0.484, -2.579], [-0.042, 1.011, -2.373], [0.720, -0.118, -4.337], [-4.154, -0.868, -0.949], [-5.402, -2.092, 0.831], [-5.275, -3.613, 2.802], [-3.058, -3.966, 3.898], [-1.096, -2.683, 3.078], [-0.994, -1.841, -4.674], [0.272, -0.847, -1.549], [0.372, -1.216, -0.466]],
  "charge": 2,
  "e_lumo_ev": [-6.95, -7.80],
  "spin_multiplicity": 4
}


{
  "formula": "C3HClF4",
  "method": "ωB97M-V/def2-TZVPD",
  "symbols": ["C", "C", "C", "F", "F", "F", "F", "Cl", "H"],
  "xyz": [[0.246, -0.520, 0.794], [0.624, -1.491, 0.021], [-0.594, 1.431, -0.289], [1.101, -2.664, 0.464], [0.615, -1.504, -1.302], [0.397, 2.286, -0.090], [-1.625, 1.756, 0.474], [-0.952, 1.091, -1.918], [0.189, -0.385, 1.847]],
  "e_lumo_ev": -0.55
}


{
  "formula": "C3H9N3",
  "method": "ωB97M-V/def2-TZVPD",
  "symbols": ["H", "N", "C", "N", "H", "H", "H", "C", "C", "N", "H", "H", "H", "H", "H"],
  "xyz": [[-0.141, 1.303, 2.394], [0.786, 0.980, 2.178], [1.133, -0.221, 2.072], [2.485, -0.532, 2.089], [0.527, -1.125, 2.047], [2.775, -1.488, 1.997], [3.103, 0.176, 1.725], [-1.055, 1.186, -2.208], [-1.683, 0.000, -2.130], [-1.256, -1.011, -1.280], [-0.319, 1.476, -1.479], [-1.521, 1.980, -2.784], [-2.473, -0.192, -2.878], [-0.386, -0.907, -0.795], [-1.975, -1.625, -0.948]],
  "e_lumo_ev": 0.90,
  "smiles": "[H]/N=C/N.C=CN"
}


What did the second record say?
{
  "formula": "C4H8O",
  "method": "ωB97M-V/def2-TZVPD",
  "symbols": ["C", "C", "C", "C", "O", "H", "H", "H", "H", "H", "H", "H", "H"],
  "xyz": [[-1.270, -0.608, 0.192], [-0.077, 0.156, -0.384], [1.229, -0.640, -0.254], [0.122, 1.491, 0.300], [-0.459, 1.857, 1.288], [-2.213, -0.305, -0.280], [-1.389, -0.360, 1.247], [-1.144, -1.680, 0.099], [-0.280, 0.422, -1.429], [1.199, -1.491, -0.940], [1.289, -0.989, 0.775], [2.096, -0.016, -0.481], [0.896, 2.164, -0.132]],
  "e_lumo_ev": 1.00,
  "smiles": "CC(C)C=O"
}